{
  "formula": "C24H66N2O15",
  "method": "ωB97M-V/def2-TZVPD",
  "e_homo_ev": -8.93,
  "total_charge": 0,
  "relative_energy_ev": 4.339,
  "lumo_ev": 0.46,
  "multiplicity": 1,
  "energy_ha": -2191.78873,
  "smiles": "COCCNCCOC.COCCNCCOC.OCCO.OCCO.OCCO.OCCO.OCCO.CCO",
  "species": ["C", "O", "C", "C", "N", "C", "C", "O", "C", "H", "H", "H", "H", "H", "H", "H", "H", "H", "H", "H", "H", "H", "H", "H", "C", "O", "C", "C", "N", "C", "C", "O", "C", "H", "H", "H", "H", "H", "H", "H", "H", "H", "H", "H", "H", "H", "H", "H", "C", "C", "O", "H", "H", "H", "H", "H", "H", "C", "C", "O", "O", "H", "H", "H", "H", "H", "H", "C", "C", "O", "O", "H", "H", "H", "H", "H", "H", "C", "C", "O", "O", "H", "H", "H", "H", "H", "H", "C", "C", "O", "O", "H", "H", "H", "H", "H", "H", "C", "C", "O", "O", "H", "H", "H", "H", "H", "H"],
  "xyz": [[-4.97838, -0.56265, -8.63286], [-3.93145, -0.73045, -7.62407], [-3.86394, 0.38424, -6.86822], [-2.93298, 0.07534, -5.68681], [-2.82677, 1.21769, -4.77287], [-1.95133, 0.94658, -3.63268], [-1.84361, 2.14006, -2.69592], [-1.16484, 1.99782, -1.69944], [-1.30084, 2.95278, -0.67778], [-4.84787, 0.32830, -9.14912], [-5.97969, -0.48836, -8.16986], [-4.97534, -1.44203, -9.29992], [-4.84969, 0.56199, -6.42169], [-3.46601, 1.23887, -7.35211], [-1.93404, -0.14871, -6.02376], [-3.38600, -0.83397, -5.25171], [-3.76138, 1.24001, -4.39715], [-0.94735, 0.72100, -4.04841], [-2.39831, 0.12839, -3.08055], [-2.85444, 2.47070, -2.51826], [-1.50595, 3.02824, -3.27750], [-1.55806, 3.94750, -1.03356], [-0.40909, 2.93078, -0.06958], [-2.06302, 2.72944, 0.05871], [2.69212, 2.26306, 2.72104], [2.35191, 0.91518, 2.40131], [3.12449, -0.09582, 3.09593], [2.24447, -0.79727, 4.12325], [2.96310, -1.71477, 5.02674], [3.66661, -0.98874, 6.08023], [4.33543, -2.01115, 6.94222], [4.99817, -1.65606, 7.94879], [5.30800, -2.67534, 8.89937], [1.85449, 2.86096, 2.31057], [3.58516, 2.62804, 2.22114], [2.84128, 2.51201, 3.75461], [4.04505, 0.23363, 3.49394], [3.49083, -0.83257, 2.32250], [1.47191, -1.32393, 3.54312], [1.77680, -0.05020, 4.73494], [3.67556, -2.06450, 4.42654], [3.08514, -0.42286, 6.77022], [4.44616, -0.31999, 5.75347], [4.97021, -2.60807, 6.22879], [3.53782, -2.66678, 7.26717], [4.36692, -2.79340, 9.38067], [6.00104, -2.46438, 9.65312], [5.66070, -3.62979, 8.39621], [1.31060, 0.30873, -2.21242], [2.01331, 0.24957, -0.94404], [1.30644, 1.00682, 0.04249], [0.36708, -0.21440, -2.18866], [1.77502, -0.25665, -2.99000], [1.24045, 1.29977, -2.61225], [3.01946, 0.57945, -1.07084], [1.99022, -0.79068, -0.62223], [1.79147, 1.03708, 0.83123], [2.27704, 5.82204, -1.31641], [1.83687, 4.44443, -1.34568], [1.99107, 3.78344, -0.06917], [1.82532, 6.41672, -2.52756], [3.33723, 5.93630, -1.28049], [1.82963, 6.33064, -0.50271], [2.39102, 3.82916, -2.07764], [0.79248, 4.45509, -1.54938], [1.59517, 2.91227, -0.15250], [2.06446, 7.32689, -2.53816], [0.57495, -2.47636, 1.02553], [1.75309, -3.31450, 1.14773], [2.11690, -3.51282, 2.43871], [0.28201, -2.46159, -0.37283], [0.78421, -1.48131, 1.39095], [-0.24866, -2.88311, 1.60745], [2.54224, -2.72278, 0.65667], [1.69374, -4.29375, 0.66896], [1.42510, -4.09240, 2.77927], [-0.39859, -1.81122, -0.53440], [-2.00398, -3.38989, -4.16426], [-1.32085, -2.89539, -3.01496], [0.03281, -3.20508, -3.04929], [-3.38102, -3.21225, -4.06941], [-1.86267, -4.42452, -4.28806], [-1.61315, -2.95977, -5.04031], [-1.85631, -3.32351, -2.19294], [-1.46226, -1.82383, -2.83886], [0.39046, -2.98071, -2.19534], [-3.67763, -3.22648, -5.00508], [-0.96442, 0.84891, 2.58885], [-2.35018, 1.12482, 2.97029], [-2.32310, 1.57973, 4.28288], [-0.71079, -0.22073, 3.45669], [-0.31274, 1.71092, 2.67467], [-0.82300, 0.50763, 1.59944], [-3.07740, 0.28096, 3.01370], [-2.73488, 1.90434, 2.38066], [-2.10311, 2.50398, 4.24818], [-1.16003, 0.02231, 4.23046], [-2.87685, -1.75702, 0.77138], [-2.90794, -0.57684, -0.11725], [-1.62715, -0.45980, -0.66473], [-4.11308, -1.82275, 1.38248], [-2.11408, -1.61590, 1.57637], [-2.59801, -2.59411, 0.14758], [-3.11880, 0.29029, 0.54372], [-3.71167, -0.61224, -0.86150], [-1.41658, 0.47195, -0.92484], [-4.24389, -2.70265, 1.70712]],
  "forces_ev_per_a": [[0.027, -2.258, 1.579], [-1.332, -1.524, -2.777], [0.555, 0.412, 3.001], [-0.234, -0.070, -0.078], [-0.550, -0.163, -0.132], [0.523, -0.042, -0.628], [-5.910, 2.991, -10.011], [6.027, -2.027, 9.581], [0.127, 0.273, 0.940], [0.566, 1.636, -1.236], [0.371, -0.201, 0.169], [0.200, 0.501, 0.330], [-0.171, 0.624, -0.097], [0.051, 1.107, -0.927], [0.350, -0.297, -0.375], [0.485, 0.156, 0.385], [-0.396, 0.711, 0.332], [-0.512, -0.299, 0.455], [0.530, -0.633, 0.347], [-1.320, -0.093, 0.519], [0.202, -0.193, -0.527], [0.383, 0.118, -0.451], [0.466, 0.277, -0.259], [-0.819, -0.619, -0.148], [-0.807, 0.626, -1.137], [1.259, -0.018, 1.287], [-0.683, -1.318, -1.614], [-0.190, -0.300, -0.330], [-0.533, 1.419, -0.186], [0.964, -0.101, 0.519], [-2.741, -4.245, -5.469], [5.312, 3.599, 6.058], [-1.207, -1.255, -2.258], [0.473, -0.119, 0.395], [0.279, -0.316, -0.389], [-0.301, -0.463, 0.868], [0.899, 1.211, 0.733], [-0.707, 0.464, 0.489], [0.229, 0.132, 0.632], [-0.507, 0.449, 0.215], [0.734, -1.124, -0.266], [-1.351, 0.573, 0.021], [0.368, 0.614, -0.594], [-0.273, -0.173, 0.194], [-0.746, -0.777, -0.220], [-0.836, -1.028, 0.699], [1.306, 1.277, 0.629], [-0.576, 0.994, 0.354], [-0.852, -0.364, -1.555], [-0.322, -0.819, 1.412], [-1.519, 0.597, -2.764], [-0.690, 0.404, 0.346], [1.083, -0.503, -0.417], [-0.443, 0.716, -0.050], [0.949, 0.410, 0.212], [0.443, -0.145, 0.115], [1.321, -0.439, 2.173], [0.482, 1.540, -0.850], [0.244, -3.025, 0.703], [0.373, 1.275, -0.130], [-0.561, -1.011, -0.449], [0.974, -0.128, 0.382], [-0.395, 0.474, 1.194], [-0.362, 0.495, -0.132], [-0.929, -0.065, -0.731], [0.005, -0.638, -0.111], [0.310, 0.996, 0.021], [-1.536, 0.205, -1.087], [1.949, -0.047, -1.876], [0.337, -0.503, 2.476], [0.237, -0.419, 0.373], [0.004, 0.461, 0.167], [-0.381, -0.072, 0.088], [0.201, -0.550, -0.008], [-0.394, 0.178, -0.648], [0.327, 0.064, 0.632], [-0.652, 0.796, -0.063], [-0.433, -0.752, -1.706], [0.256, 1.534, 2.285], [0.366, -0.516, -0.820], [-1.558, 0.744, -1.012], [0.808, -1.668, 0.104], [0.526, 0.935, -1.427], [-0.065, -0.677, 1.184], [-0.093, 0.184, -0.502], [0.397, -0.002, 0.696], [-0.175, 0.060, 1.080], [-0.266, -1.468, 0.109], [-1.764, 0.539, -0.606], [-0.404, 0.329, 1.917], [2.623, -1.353, -1.263], [0.239, 0.388, 0.569], [-0.027, -0.504, -1.299], [0.930, 0.234, -0.744], [-1.073, 1.048, -1.221], [0.216, 0.540, 0.344], [-0.642, 0.258, 2.149], [1.164, 0.200, 0.720], [-0.078, 1.710, 0.638], [0.695, 0.579, -0.552], [-1.345, -0.057, 0.152], [-0.081, -0.058, -0.787], [-0.102, -0.791, 0.010], [-0.072, -0.132, -0.419], [0.121, -0.277, -0.079], [-0.084, -0.779, 0.076], [-0.268, -0.636, 0.362]],
  "lowdin_charge": [-0.061, -0.171, -0.298, -0.197, -0.051, -0.172, -0.397, -0.164, -0.028, 0.056, 0.092, 0.096, 0.127, 0.116, 0.119, 0.113, 0.103, 0.136, 0.103, 0.127, 0.147, 0.109, 0.076, 0.088, -0.079, -0.228, -0.165, -0.199, -0.021, -0.209, -0.409, -0.137, -0.046, 0.086, 0.091, 0.086, 0.099, 0.138, 0.089, 0.111, 0.086, 0.119, 0.113, 0.142, 0.122, 0.080, 0.065, 0.117, -0.079, -0.267, -0.072, 0.055, 0.088, 0.078, 0.119, 0.098, -0.005, -0.253, -0.231, -0.086, -0.047, 0.119, 0.116, 0.140, 0.097, 0.017, 0.068, -0.232, -0.313, -0.034, -0.081, 0.109, 0.124, 0.130, 0.138, 0.109, 0.030, -0.301, -0.298, -0.021, -0.052, 0.117, 0.114, 0.118, 0.102, 0.042, 0.104, -0.238, -0.278, -0.036, -0.036, 0.121, 0.087, 0.148, 0.097, 0.095, 0.051, -0.281, -0.235, -0.104, -0.024, 0.119, 0.123, 0.117, 0.136, 0.067, 0.087]
}